No. 1
The following is a quantum chemistry calculation of 5 unconnected molecules or ions with the total composition C4H14O4 at a distorted geometry, from OMol25.

Computed properties:
Largest force on an atom: 2.8 eV/Å
HOMO: -0.334 hartree
SMILES: C=CC=C.O.O.O.O
Total energy: -12563.3007 eV

Atoms and positions in Å:
C -0.9750 -0.8489 1.2923
C -0.1974 -1.4400 0.3964
C 0.4205 -0.8829 -0.7883
C 0.6672 -1.6397 -1.8497
H -1.4228 0.1323 1.1632
H -1.5651 -1.3459 2.0688
H 0.1961 -2.4167 0.7180
H 0.3897 0.2070 -0.8699
H 0.9503 -1.2924 -2.8431
H 0.7534 -2.7217 -1.8330
O 0.9859 2.2450 0.9628
H 1.1196 1.8876 1.8504
H 1.3464 3.1142 1.1905
O 3.8272 0.2910 0.9997
H 4.0793 -0.5406 0.5614
H 3.2001 0.6977 0.3743
O -1.7028 2.3907 -0.4085
H -0.9503 2.0471 0.0942
H -2.2573 1.5961 -0.5466
O -2.7839 -0.1779 -0.6890
H -2.3752 -0.8517 -1.2525
H -3.7059 -0.4503 -0.5914



No. 2
The following is a quantum chemistry calculation of 4 unconnected molecules or ions with the total composition C4H14O6 at a distorted geometry, from OMol25.

Computed properties:
Largest force on an atom: 5.7 eV/Å
HOMO: -0.364 hartree
SMILES: C[C@@H](O)CC(=O)O.O.O.O
Total energy: -16659.1714 eV

Atoms and positions in Å:
C 0.0483 -2.4665 -1.0240
C -0.8903 -1.1458 -1.0614
O -1.7734 -1.0791 0.0143
C -0.0396 -0.0374 -1.3788
C -0.5940 1.3377 -1.1513
O -1.0935 1.9215 -0.1982
O -0.4470 2.0347 -2.3619
H 0.9868 -2.1902 -0.4286
H 0.4429 -2.6801 -2.0382
H -0.5415 -3.2077 -0.4982
H -1.5267 -1.4764 -1.8880
H -1.2754 -1.0156 0.8493
H 0.8621 -0.1645 -0.5724
H 0.5334 -0.0880 -2.3682
H -0.8644 2.9660 -2.3495
O 2.0830 2.0366 1.2036
H 2.8313 1.4926 1.0723
H 2.3583 2.9283 1.2338
O -0.3877 -0.2386 2.4237
H -1.3715 -0.2133 2.5294
H -0.1368 0.5743 2.1641
O 2.0072 -2.0702 2.0415
H 1.2180 -1.5569 2.1383
H 2.2267 -2.3365 2.8648



No. 3
The following is a quantum chemistry calculation of 2 unconnected molecules or ions with the total composition C4H15N2O at a distorted geometry, from OMol25.

Computed properties:
Largest force on an atom: 3.2 eV/Å
HOMO: -0.524 hartree
Total energy: -9412.6857 eV
Total charge: +1

Atoms and positions in Å:
C -1.0624 1.1321 -1.7811
C 0.0893 0.7914 -0.8198
C 0.4159 -0.7001 -0.7905
C 1.6230 -1.1698 0.0261
N 1.8718 -0.4101 1.2701
N -0.3280 1.1312 0.6154
H -1.8535 1.5788 -1.1823
H -0.7984 1.8380 -2.5602
H -1.3946 0.1986 -2.3014
H 1.0286 1.3053 -1.0712
H 0.6467 -0.9113 -1.8425
H -0.4719 -1.2895 -0.5473
H 1.3565 -2.2340 0.3006
H 2.4097 -1.5057 -0.6565
H 2.3775 -1.0367 1.8601
H 2.5481 0.2994 0.9926
H -1.2661 0.8098 0.9540
H 0.3992 0.6727 1.2412
H -0.3111 2.1521 0.7577
H -3.0680 -0.4797 1.3872
H -2.0107 -1.5751 1.3417
O -2.1361 -0.6668 1.0316



No. 4
The following is a quantum chemistry calculation of 2 unconnected molecules or ions with the total composition C4H15N2O at a distorted geometry, from OMol25.

Computed properties:
Largest force on an atom: 4.1 eV/Å
HOMO: -0.511 hartree
Total energy: -9410.5598 eV
Total charge: +1

Atoms and positions in Å:
C -0.4280 -1.7079 1.1149
N 1.0044 -1.7637 1.3257
C -0.7579 -0.1044 0.9533
N 0.3019 0.5170 0.0137
C 1.0701 1.7248 0.5861
C -2.2389 0.0557 0.4885
H -1.0792 -2.3893 1.7133
H -0.6539 -2.1984 0.1422
H 1.2406 -1.1710 2.0805
H 1.0998 -2.7484 1.6119
H -0.6296 0.2153 2.0528
H -0.2923 0.9134 -0.8625
H 1.0779 -0.1856 -0.2052
H 2.1941 1.7947 0.2934
H 0.8634 1.5409 1.7422
H 0.7537 2.6304 0.0606
H -2.7483 -0.8163 -0.0738
H -2.2613 0.7989 -0.2422
H -2.8999 0.5183 1.2629
H 2.0673 1.2304 -4.5258
H 1.1162 0.3780 -5.2017
O 1.1999 0.7670 -4.3307